1.
Molecular formula: C31H21CoN9O7
Method: DFT, ωB97M-V with the def2-TZVPD basis set

Its LUMO energy (spin up / spin down) is -4.41 / -4.40 eV. As for the spin multiplicity: 1. As for the electronic energy: -97847.9662 eV. As for the total charge: +1.

Geometry (Å):
1 Co -0.71525 0.00743 0.00705
2 C -1.58761 -2.45850 -3.51303
3 C -1.69813 -1.87871 -2.25865
4 N -0.88697 -0.89456 -1.88093
5 C 0.04964 -0.49781 -2.75845
6 C 0.16129 -1.10750 -3.99486
7 N -0.65688 -2.08096 -4.38081
8 C 0.95233 0.55263 -2.26533
9 C 1.71812 1.39872 -3.03913
10 C 2.47914 2.38840 -2.41665
11 C 2.40395 2.48979 -1.02794
12 C 1.56234 1.65252 -0.33680
13 N 0.89626 0.67917 -0.94930
14 C 1.20882 1.74044 1.08942
15 C 1.62117 2.71696 1.97573
16 N 1.21345 2.73307 3.24088
17 C 0.38701 1.76631 3.63074
18 C -0.06771 0.79418 2.75447
19 N 0.34115 0.79858 1.48560
20 C 3.29910 3.33795 -3.21109
21 C 3.62516 4.59247 -2.71474
22 C 4.38122 5.45068 -3.49912
23 N 4.81369 5.14383 -4.72309
24 C 4.49129 3.93814 -5.19480
25 C 3.74938 3.00935 -4.48183
26 H -2.26634 -3.24550 -3.81782
27 H -2.45043 -2.20838 -1.56007
28 H 0.94609 -0.81923 -4.68414
29 H 1.67334 1.33039 -4.11678
30 H 2.98509 3.22994 -0.49728
31 H 2.28020 3.51547 1.66025
32 H 0.05912 1.77439 4.66303
33 H -0.76133 0.01426 3.05105
34 H 3.27544 4.93089 -1.74743
35 H 4.64604 6.43473 -3.12897
36 H 4.84361 3.70385 -6.19299
37 H 3.56191 2.03617 -4.91940
38 O -0.71871 3.82851 0.05504
39 C -1.34674 2.79173 0.15191
40 O -1.17112 1.77869 -0.67149
41 C -2.33124 2.60899 1.25414
42 C -2.82770 3.71166 1.92761
43 C -3.67676 3.51840 2.99650
44 C -3.97362 2.25743 3.46677
45 C -3.42776 1.17029 2.81639
46 C -2.67217 1.31220 1.64349
47 O -2.33723 0.26232 0.91806
48 N -3.66092 -0.15665 3.42042
49 O -2.80374 -1.01654 3.25031
50 O -4.67501 -0.32592 4.05406
51 N -4.24433 4.69102 3.69609
52 O -3.99140 5.78418 3.23704
53 O -4.91568 4.47991 4.68453
54 H -2.54700 4.70911 1.61821
55 H -4.59479 2.12244 4.33924
56 C -1.03944 -5.59675 2.70214
57 C -0.93892 -4.25894 2.02915
58 C -2.05162 -3.62360 1.49048
59 C -1.92085 -2.38417 0.90073
60 N -0.74014 -1.76271 0.81015
61 C 0.34332 -2.36025 1.32885
62 C 0.28245 -3.59307 1.93145
63 H -2.07601 -5.89727 2.83933
64 H -0.55109 -5.57206 3.67675
65 H -0.53567 -6.35938 2.10449
66 H -3.03242 -4.07678 1.55294
67 H -2.78118 -1.85053 0.52402
68 H 1.27696 -1.81625 1.25753
69 H 1.18786 -4.03383 2.32878

***

2.
Molecular formula: C3H3NO
Method: DFT, ωB97M-V with the def2-TZVPD basis set

Its LUMO energy is 1.03 eV. As for the spin multiplicity: 1. As for the electronic energy: -6695.1398 eV.

Geometry (Å):
1 C 0.98160 0.38043 0.16857
2 C 0.09388 0.33889 1.13571
3 C -0.57300 -0.41562 -0.84402
4 H 1.96943 0.83188 0.23807
5 H -0.29383 0.73295 1.96364
6 H -1.16771 -1.24047 -1.45711
7 N 0.69224 -0.23122 -0.95215
8 O -1.04606 -0.06601 0.39486

***

3.
Molecular formula: C4H8NO
Method: DFT, ωB97M-V with the def2-TZVPD basis set

Its LUMO energy is -3.35 eV. As for the spin multiplicity: 1. As for the electronic energy: -7806.2758 eV. As for the total charge: +1.

Geometry (Å):
1 C 1.90549 0.21376 0.60318
2 C 0.71552 0.08018 0.16537
3 C -0.25200 1.11137 -0.27662
4 C -1.37993 0.08624 -0.43699
5 O -2.10473 -0.02105 0.71673
6 N -0.11675 -1.10563 -0.22027
7 H 2.58124 -0.62414 0.82233
8 H 2.14996 1.28060 0.82080
9 H -0.56471 1.69765 0.65174
10 H -0.21665 1.66646 -1.18267
11 H -1.96094 -0.10070 -1.38259
12 H -3.06744 -0.00397 0.50422
13 H 0.08092 -1.71899 -1.03716
14 H -0.23248 -1.76087 0.62026

***

4.
Molecular formula: C3H5NO2
Method: DFT, ωB97M-V with the def2-TZVPD basis set

Its LUMO energy is 0.37 eV. As for the spin multiplicity: 1. As for the electronic energy: -8774.2306 eV.

Geometry (Å):
1 O -0.02828 0.07254 2.18609
2 C -0.07627 -0.08813 1.00389
3 N -0.87206 0.50517 0.08823
4 C -0.69326 0.34005 -1.34248
5 C 2.04540 -1.20419 0.72990
6 O 0.79528 -1.02411 0.36093
7 H -1.56060 1.16399 0.43671
8 H -1.63281 0.55829 -1.85571
9 H 0.10726 0.98015 -1.72910
10 H 2.24005 -0.52867 1.61898
11 H -0.40449 -0.69594 -1.53883

***

5.
Molecular formula: C24H21IrN4O2PS2
Method: DFT, ωB97M-V with the def2-TZVPD basis set

Its LUMO energy (spin up / spin down) is -2.78 / -5.75 eV. As for the spin multiplicity: 5. As for the electronic energy: -69073.7398 eV. The expectation value of S² is 6.0691. As for the total charge: +1.

Geometry (Å):
1 Ir -0.15821 -0.24266 -0.36004
2 C 4.57606 0.57207 2.27060
3 O 3.18791 0.90100 2.09485
4 C 2.45180 0.29097 1.19379
5 O 1.27210 0.62952 1.08354
6 N 3.02178 -0.67876 0.44082
7 N 2.24278 -1.33182 -0.51709
8 H 4.92476 1.22769 3.06008
9 H 5.13838 0.77715 1.35915
10 H 4.68942 -0.46487 2.58882
11 H 3.98977 -0.93143 0.55106
12 H 2.18045 -2.32240 -0.30850
13 H 2.62779 -1.19184 -1.44425
14 S -0.35890 0.96844 -2.34568
15 C -1.62727 1.88473 -1.59759
16 S -1.85509 1.47628 0.04032
17 C -2.42742 2.81471 -2.24785
18 C -2.23090 3.08857 -3.62836
19 N -2.07612 3.29540 -4.74974
20 C -3.48564 3.48157 -1.57326
21 N -4.35556 4.00676 -1.03373
22 C -5.96718 -0.89057 0.41098
23 C -5.24240 -0.59637 -0.73815
24 C -3.91734 -0.98193 -0.83408
25 C -3.31106 -1.66927 0.22017
26 C -4.04180 -1.97412 1.36248
27 C -5.37127 -1.58001 1.45509
28 P -1.57213 -2.10377 0.01262
29 C -0.98958 -2.82084 1.57126
30 C -0.89375 -1.97236 2.68020
31 C -0.39831 -2.44966 3.88037
32 C 0.01990 -3.77216 3.98120
33 C -0.06232 -4.61334 2.88261
34 C -0.56713 -4.14203 1.67682
35 C -1.53796 -3.42131 -1.21955
36 C -0.54514 -3.45438 -2.19278
37 C -0.50488 -4.49024 -3.11503
38 C -1.46161 -5.49262 -3.06668
39 C -2.46513 -5.45833 -2.10478
40 C -2.50798 -4.42425 -1.18548
41 H -6.99985 -0.57846 0.49019
42 H -5.71162 -0.06258 -1.55385
43 H -3.35085 -0.75691 -1.73285
44 H -3.58053 -2.51139 2.18128
45 H -5.93883 -1.81278 2.34589
46 H -1.21350 -0.93873 2.60319
47 H -0.33782 -1.79354 4.73833
48 H 0.40602 -4.14581 4.92023
49 H 0.25782 -5.64375 2.96171
50 H -0.63840 -4.80810 0.82625
51 H 0.17986 -2.64883 -2.24444
52 H 0.26162 -4.50797 -3.87802
53 H -1.43602 -6.29829 -3.78817
54 H -3.21753 -6.23489 -2.07772
55 H -3.29962 -4.39070 -0.44594

***

6.
Molecular formula: C28H26AuBrN4O4
Method: DFT, ωB97M-V with the def2-TZVPD basis set

Its LUMO energy (spin up / spin down) is -8.90 / -8.91 eV. As for the spin multiplicity: 1. As for the electronic energy: -117324.6812 eV. As for the total charge: +2.

Geometry (Å):
1 Au -0.14228 0.72083 0.11946
2 O 2.09021 0.49247 3.02911
3 C 3.11831 0.96523 2.27370
4 C 4.34236 0.31288 2.41963
5 C 5.44195 0.71266 1.68824
6 C 5.33775 1.76693 0.78645
7 C 4.12988 2.41935 0.63860
8 C 3.00925 2.04037 1.37506
9 C 1.70949 2.76397 1.00936
10 O 1.18580 2.36401 -0.16934
11 N 0.68190 2.73480 2.09103
12 N -0.48141 2.19627 1.69355
13 C -1.64411 2.66199 1.97993
14 C -2.86826 2.04341 1.56410
15 Br -2.74822 0.19474 1.09938
16 C -4.00362 2.75026 1.37212
17 C -5.28267 2.26648 0.89625
18 C -5.85461 1.07894 1.37541
19 C -7.07076 0.64721 0.88291
20 C -7.72225 1.37767 -0.10337
21 C -7.17470 2.56859 -0.56943
22 C -5.97703 3.02510 -0.05737
23 H 1.40609 1.16387 3.09159
24 H 4.39428 -0.49115 3.14278
25 H 6.39461 0.22174 1.83476
26 H 6.19598 2.08495 0.21150
27 H 4.04460 3.23277 -0.07296
28 H 1.97987 3.83228 0.90585
29 H 0.62637 3.55926 2.68423
30 H -1.73657 3.59426 2.53524
31 H -3.93111 3.82173 1.54849
32 H -5.37982 0.53615 2.18225
33 H -7.52462 -0.25169 1.27727
34 H -8.66815 1.03140 -0.49729
35 H -7.69457 3.14243 -1.32420
36 H -5.54529 3.94955 -0.42190
37 O 1.37744 -3.22028 -5.33515
38 C 0.30086 -2.32437 -5.44910
39 C 0.12824 -1.60736 -4.14376
40 C -0.66688 -0.46959 -4.03616
41 C -0.76000 0.15844 -2.81411
42 N -0.13695 -0.31094 -1.73163
43 C 0.60156 -1.43611 -1.79334
44 C 0.75157 -2.09561 -2.99935
45 C 1.14887 -1.94327 -0.51994
46 C 2.13772 -2.90713 -0.43698
47 C 2.56118 -3.35010 0.81334
48 C 3.72849 -4.30090 0.94530
49 O 3.72831 -5.01337 2.15276
50 C 1.91322 -2.86123 1.94003
51 C 0.93887 -1.89126 1.77993
52 N 0.59467 -1.42280 0.58443
53 H 1.55566 -3.62958 -6.18686
54 H -0.64037 -2.85208 -5.65763
55 H 0.45433 -1.59668 -6.25210
56 H -1.19641 -0.06857 -4.88933
57 H -1.34090 1.06299 -2.69289
58 H 1.33454 -3.00075 -3.07468
59 H 2.60374 -3.29581 -1.33342
60 H 4.63525 -3.68777 0.94816
61 H 3.78291 -4.94858 0.06562
62 H 3.22044 -5.82581 2.06747
63 H 2.18447 -3.21709 2.92397
64 H 0.42052 -1.47609 2.63305

***

The following energy relative to the best compared isomer or geometry (same formula, charge and spin) values (in kcal/mol) correspond, in order, to the records above: 0.0 31.2 42.1 79.9 0.0 0.0.